DFT (the ωB97M-V functional and the def2-TZVPD basis) results for a structure of composition C3H8ClN.

Positions of all 13 atoms, in Å:
C  0.7526  1.3573  -0.2180
C  -0.0377  0.4352  0.5273
N  1.6764  -0.9256  -0.4757
H  2.0091  0.2392  -0.7604
H  0.8678  1.2915  -1.4672
H  -0.2309  -1.5894  0.5945
H  -0.4161  0.7148  1.5628
Cl  -1.5868  -0.1729  -0.2194
H  1.0993  -0.4963  1.8529
H  0.4698  2.5985  0.1340
H  1.0185  -1.3768  -1.1014
H  1.8622  1.0091  0.2195
C  0.7121  -0.6213  0.6949

The molecular weight comes out at 93.56 g/mol. For the calculated total energy, the calculation gives -17246.937 eV. For the energy above the lowest of the compared OMol25 structures with the same formula, charge and spin, the calculation gives 138.9 kcal per mole. For the orbital gap, the calculation gives 10.23 eV. The calculation puts the LUMO energy at 0.027 Ha. For the HOMO energy, the calculation gives -9.512 eV.

Mulliken charges, unit e, in atom order:
1 C -1.00
2 C 0.68
3 N -0.69
4 H 0.31
5 H 0.28
6 H 0.33
7 H 0.30
8 Cl -0.25
9 H 0.21
10 H 0.25
11 H 0.32
12 H 0.23
13 C -0.98

---

DFT (the ωB97M-V functional and the def2-TZVPD basis) results for a cluster of 2 separate species, H4N2OS2 in total.

Positions of all 9 atoms, in Å:
H  1.4697  -1.2771  0.4395
H  -2.9069  1.0264  -0.6178
S  -1.9443  0.7820  0.3961
H  -1.3540  -1.4556  0.5394
N  1.4446  -0.1847  0.4216
O  -0.1440  -0.6822  -0.7936
S  2.5544  0.6185  -0.2896
N  -1.2955  -0.6176  -0.2126
H  2.1761  1.7904  0.1170

The molecular weight comes out at 112.18 g/mol. For the calculated total energy, the calculation gives -26757.383 eV. For the energy above the lowest of the compared OMol25 structures with the same formula, charge and spin, the calculation gives 99.9 kcal per mole. For the orbital gap (spin up / spin down), the calculation gives 8.81 / 7.81 eV. The calculation puts the LUMO energy (spin up / spin down) at 0.007 / -0.001 Ha. For the HOMO energy (spin up / spin down), the calculation gives -8.629 / -7.835 eV.

Mulliken charges, unit e, in atom order:
1 H 0.29
2 H 0.14
3 S -0.11
4 H 0.28
5 N -0.34
6 O -0.35
7 S 0.01
8 N -0.05
9 H 0.13

---

DFT (the ωB97M-V functional and the def2-TZVPD basis) results for a cluster of 6 separate species, C2H16O5 in total.

Positions of all 23 atoms, in Å:
H  -2.2278  0.5363  -1.0390
O  2.8752  1.7423  -0.0010
H  0.0538  0.4254  0.6965
H  -0.1142  1.4827  -2.1948
O  -3.1574  0.4643  -0.7701
H  -1.1992  1.6304  0.3217
H  3.4928  2.0995  -0.6517
H  3.1590  0.8341  0.1912
O  2.7424  -0.8686  1.0881
H  0.4904  1.9773  0.2944
O  0.3153  -2.2085  0.7591
H  1.8550  -1.1717  0.8084
H  -2.1939  -0.7177  1.1797
H  -3.1273  -1.5788  0.3720
C  -0.2469  1.2197  0.0048
H  2.7885  -1.1213  2.0173
C  -0.0018  0.7315  -1.4102
H  -0.4817  -0.2221  -1.6515
O  -2.4052  -1.6444  1.0098
H  0.5325  -3.1471  0.7730
H  1.0476  0.4418  -1.5077
H  -0.6690  -2.2114  0.7659
H  -3.5279  1.3064  -1.0557

The molecular weight comes out at 120.14 g/mol. As for the structure (SMILES): CC.O.O.O.O.O. For the calculated total energy, the calculation gives -12571.386 eV. For the energy above the lowest of the compared OMol25 structures with the same formula, charge and spin, the calculation gives 0.5 kcal per mole. For the orbital gap, the calculation gives 11.50 eV. The calculation puts the LUMO energy at 0.023 Ha. For the HOMO energy, the calculation gives -10.858 eV.

Mulliken charges, unit e, in atom order:
1 H 0.32
2 O -0.60
3 H 0.08
4 H 0.36
5 O -0.64
6 H 0.54
7 H 0.30
8 H 0.34
9 O -0.67
10 H 0.25
11 O -0.65
12 H 0.38
13 H 0.32
14 H 0.32
15 C -0.75
16 H 0.31
17 C -1.17
18 H 0.44
19 O -0.72
20 H 0.26
21 H 0.30
22 H 0.39
23 H 0.30

---

DFT (the ωB97M-V functional and the def2-TZVPD basis) results for a cluster of 5 separate species, C16H33NO11PS6 in total.

Positions of all 68 atoms, in Å:
S  1.7772  -3.8487  -2.3223
H  1.7882  -1.2438  0.7268
H  -3.4444  0.6312  4.6301
H  1.0009  6.0544  9.4763
C  -3.4597  -0.8017  -5.7249
S  -2.2390  -1.9903  -6.3298
H  -1.0746  7.3026  8.5139
O  -1.0807  -4.9313  -0.0479
H  0.2178  -3.8391  -8.7982
H  2.0654  2.7449  2.1209
H  -1.8540  -0.8801  -0.2509
O  0.0027  0.7041  3.6095
S  -0.3674  -3.5656  -0.3854
C  2.8904  -3.9803  -5.3084
C  0.9933  2.9284  2.0170
N  1.3431  -3.8347  -0.6094
O  1.6152  -2.3871  -2.8182
O  0.8306  -4.8723  -2.9989
S  -0.4212  5.1043  7.7841
C  2.3818  -5.4046  -5.9411
H  -1.3127  -1.7013  -4.1205
H  1.4951  5.4816  -0.5852
H  1.3233  4.3209  9.2187
P  -0.5695  -2.1085  1.2037
H  -3.9091  -0.2988  -6.5849
O  -1.1101  -2.9875  -1.6134
C  1.2391  -1.6558  1.6962
H  -2.3319  6.5192  7.5239
O  -1.1130  -1.2103  -6.9416
H  2.7288  -6.3891  -5.4128
H  2.6277  4.2864  0.0961
C  -1.6022  6.3652  8.3219
H  -0.1059  4.8221  10.1589
C  2.4853  -2.4829  -5.9187
C  0.9463  -3.8650  -7.8761
H  -2.1190  6.0331  9.2255
H  -1.5081  3.0603  4.2461
C  3.8543  -4.0039  -3.9507
O  3.3938  -4.3450  -2.5961
H  1.1109  3.7439  -0.6877
H  -2.1418  2.5381  5.8381
H  1.7756  -2.6629  1.9760
S  0.7181  4.6448  1.5151
H  -2.6927  -0.5196  3.4961
H  -4.2386  -1.3273  -5.1675
H  -2.9754  -0.0596  -5.0853
H  -2.7713  1.2106  3.0743
H  1.2196  -0.8759  2.5688
H  -0.8898  -3.2792  -4.8335
H  -2.5242  -3.0197  -4.1731
H  -0.3987  2.8386  5.6236
H  0.5049  2.7666  2.9806
C  -1.3044  2.4658  5.1399
H  2.9216  -1.5100  -5.3932
C  1.4777  -2.4142  -7.2513
O  5.1655  -3.7214  -4.1886
C  0.5402  5.0770  9.3151
S  -1.0413  0.7341  4.6863
H  0.5658  2.2485  1.2762
C  -2.6489  0.4976  3.8934
O  -0.7461  4.8011  1.2285
C  1.3922  -5.3334  -7.2685
C  -1.6901  -2.5482  -4.6985
H  1.1287  -1.3677  -7.7069
C  1.5738  4.5196  -0.0726
O  -1.2444  -0.6452  0.5338
H  0.9973  -6.3363  -7.7453
O  -1.1621  3.8031  7.6923

The molecular weight comes out at 638.81 g/mol. For the calculated total energy, the calculation gives -115425.205 eV. For the orbital gap, the calculation gives 6.97 eV. The calculation puts the LUMO energy at 0.055 Ha. As for the total charge: -1. For the HOMO energy, the calculation gives -5.473 eV.

Mulliken charges, unit e, in atom order:
1 S 1.12
2 H 0.22
3 H 0.39
4 H 0.37
5 C -1.00
6 S 0.43
7 H 0.36
8 O -0.65
9 H 0.30
10 H 0.41
11 H 0.31
12 O -0.52
13 S 0.89
14 C 0.46
15 C -0.42
16 N -0.57
17 O -0.57
18 O -0.57
19 S 0.56
20 C -0.23
21 H 0.29
22 H 0.33
23 H 0.31
24 P 0.31
25 H 0.33
26 O -0.56
27 C -0.69
28 H 0.32
29 O -0.58
30 H 0.29
31 H 0.33
32 C -0.97
33 H 0.31
34 C -0.14
35 C -0.34
36 H 0.30
37 H 0.34
38 C 0.17
39 O -0.33
40 H 0.30
41 H 0.41
42 H 0.32
43 S 0.48
44 H 0.31
45 H 0.37
46 H 0.30
47 H 0.27
48 H 0.23
49 H 0.15
50 H 0.43
51 H 0.29
52 H -0.16
53 C -1.00
54 H 0.26
55 C -0.32
56 O -0.54
57 C -0.97
58 S 0.41
59 H 0.26
60 C -0.90
61 O -0.63
62 C -0.40
63 C -0.73
64 H 0.27
65 C -0.92
66 O -0.47
67 H 0.27
68 O -0.58

---

DFT (the ωB97M-V functional and the def2-TZVPD basis) results for the ion C5H8NO with charge +1.

Positions of all 15 atoms, in Å:
H  3.2975  0.8658  -0.4846
N  2.4945  1.1182  0.0557
H  2.6546  1.6617  0.8641
H  -2.2774  -1.1826  0.5536
C  -1.3546  -0.6011  0.4672
H  -3.0556  0.3188  -0.6392
C  0.9263  -0.7612  -0.6140
H  1.5264  -1.2576  -1.3629
O  -1.6908  1.6882  0.0349
C  1.4244  0.3367  0.1659
H  -1.0964  -0.3487  1.4688
C  -0.3781  -1.1669  -0.4062
H  0.6556  0.6004  0.8588
H  -1.0286  -1.8759  -0.8890
C  -2.0978  0.6042  -0.0729

The molecular weight comes out at 98.12 g/mol. As for the structure (SMILES): [NH2+]=C/C=C\CC=O. For the calculated total energy, the calculation gives -8843.275 eV. For the energy above the lowest of the compared OMol25 structures with the same formula, charge and spin, the calculation gives 34.3 kcal per mole. For the orbital gap, the calculation gives 8.24 eV. The calculation puts the LUMO energy at -0.211 Ha. As for the total charge: +1. For the HOMO energy, the calculation gives -13.992 eV.

Mulliken charges, unit e, in atom order:
1 H 0.27
2 N -0.30
3 H 0.28
4 H 0.31
5 C -0.98
6 H 0.31
7 C -0.54
8 H 0.36
9 O -0.35
10 C 0.20
11 H 0.44
12 C 0.16
13 H 0.29
14 H 0.36
15 C 0.17

---

DFT (the ωB97M-V functional and the def2-TZVPD basis) results for a structure of composition C23H39ClN7O2PbS.

Positions of all 74 atoms, in Å:
C  -0.7506  2.6868  -1.3368
C  3.4820  -1.0856  0.2966
H  -2.5442  4.5753  -1.2363
H  -2.9037  -3.4847  -0.0313
C  2.4187  -0.2376  3.1043
C  -3.0099  3.7291  -0.7432
H  3.7947  -1.5786  1.2167
C  2.7016  -2.0689  -0.5792
H  -2.2140  -3.2188  -2.3864
Pb  -0.1481  -0.0788  0.3429
C  0.3743  3.4819  3.0728
H  3.1569  -0.9600  3.4469
Cl  1.6359  3.0194  4.2346
H  -0.3109  4.8121  -1.3238
C  -2.0457  2.5867  -0.6210
H  4.0206  0.7664  2.1003
H  3.2789  -3.0005  -0.6760
H  2.0583  0.4583  -4.6762
H  0.7628  -2.5453  -0.8381
H  -3.4293  -2.3850  2.1555
N  -1.8445  -1.8492  -0.8148
H  4.3968  -0.7905  -0.2358
H  -1.6619  -0.6206  2.6221
C  -0.0097  3.8271  -1.6457
H  -0.9473  -1.9628  -3.7882
H  1.8805  -1.2819  -4.3763
H  -1.7105  -2.6884  1.8701
H  2.5932  -1.6226  -1.5691
H  1.1798  -3.5413  3.0926
C  1.3630  -0.3229  -4.3884
N  -2.2640  1.4613  -0.0757
C  1.5554  2.4043  -2.8154
H  -3.3769  4.0498  0.2299
C  1.1761  3.6563  -2.3449
H  0.7176  4.3769  2.5525
C  0.7401  -0.0469  -3.0553
N  2.6435  0.0546  0.6419
H  -3.8625  -2.0126  -0.1744
S  0.8929  -1.1936  2.7982
H  -3.8651  3.4170  -1.3413
H  -4.2081  -0.1685  2.1371
C  -3.2621  0.2901  1.8216
H  -0.5346  3.6665  3.6463
H  2.1697  0.4131  3.9403
H  2.7009  0.7796  -0.0639
C  -0.4069  -2.1318  -2.8478
N  0.0549  -0.8689  -2.3699
H  0.5864  -0.3828  -5.1527
N  -2.1904  -0.6993  1.7609
H  2.4746  2.2887  -3.3662
C  0.1580  2.3120  2.1022
C  1.5881  -2.8434  2.3633
C  0.7199  1.3330  -2.5206
C  -1.3723  -2.7871  -1.8250
N  1.3646  -2.3148  -0.0664
H  -2.9691  1.0368  2.5589
O  0.5988  2.4200  0.9406
O  -0.4319  1.3071  2.5343
C  2.9389  0.6216  1.9471
N  -0.3548  1.4996  -1.7591
H  -4.2173  1.8534  0.6842
C  -3.5024  1.0402  0.4995
C  -2.5616  -2.0879  1.5507
H  -2.1782  -1.0134  -1.2805
H  2.4679  1.6005  1.9860
C  1.2300  -3.3298  0.9617
H  1.8537  -4.2129  0.7418
H  -3.9552  0.3572  -0.2292
H  1.8042  4.5123  -2.5359
H  0.4144  -2.8210  -3.0886
H  0.1857  -3.6461  0.9585
H  2.6633  -2.7960  2.4956
H  -0.8855  -3.6188  -1.3056
C  -2.8682  -2.3958  0.0759

The molecular weight comes out at 720.33 g/mol. For the calculated total energy, the calculation gives -67610.780 eV. For the orbital gap, the calculation gives 7.44 eV. The calculation puts the LUMO energy at -0.095 Ha. As for the total charge: +1. For the HOMO energy, the calculation gives -10.034 eV.

Mulliken charges, unit e, in atom order:
1 C 0.78
2 C -1.06
3 H 0.52
4 H 0.56
5 C -0.78
6 C -1.96
7 H 0.37
8 C -0.51
9 H 0.54
10 Pb 1.44
11 C -0.70
12 H 0.64
13 Cl -0.19
14 H 0.44
15 C 0.25
16 H 0.46
17 H 0.42
18 H 0.43
19 H -0.22
20 H 0.47
21 N 0.11
22 H 0.44
23 H 0.34
24 C -0.80
25 H 0.61
26 H 0.36
27 H 0.19
28 H 0.06
29 H 0.65
30 C -1.74
31 N 0.50
32 C -0.97
33 H 0.38
34 C -0.92
35 H 0.34
36 C -0.29
37 N 0.24
38 H 0.37
39 S 0.11
40 H 0.36
41 H 0.41
42 C -1.12
43 H 0.38
44 H 0.42
45 H 0.12
46 C -1.20
47 N 0.52
48 H 0.36
49 N 0.03
50 H 0.45
51 C 0.39
52 C -0.92
53 C 0.90
54 C -1.13
55 N 0.38
56 H 0.44
57 O -0.56
58 O -0.56
59 C -0.64
60 N -0.01
61 H 0.59
62 C -0.92
63 C -0.83
64 H 0.24
65 H 0.05
66 C -0.82
67 H 0.41
68 H 0.24
69 H 0.44
70 H 0.23
71 H 0.29
72 H 0.48
73 H 0.59
74 C -0.84

---

Q: Among the records above, which one has the lowest molecular weight?
A: C3H8ClN